# 1
Density functional theory data (ωB97M-V with the def2-TZVPD basis set) for a cluster of 2 separate species, C4H8O2 in total.

The electronic energy is -8371.303 eV. Its HOMO energy is -0.3149 Eh. Its SMILES is C=C/C=C/O.O. For the largest force on an atom, the calculation gives 0.694 eV/Å.

Last column: Mulliken charge in e.
Geometry (Å):
O  0.9659  0.8383  -1.6595  -0.48
O  -1.5732  -0.7331  -3.0690  -0.64
C  0.3786  -0.0071  1.8938  -0.10
C  0.2765  0.0084  0.4298  -0.09
C  0.9362  0.9114  -0.2872  -0.20
C  -0.5240  -0.6358  2.6375  -0.80
H  1.2013  0.5167  2.3734  0.27
H  -0.3558  -0.7333  -0.0488  0.27
H  -0.7778  -0.3984  -2.6349  0.33
H  0.9968  1.7045  -2.0860  0.33
H  -1.4019  -1.0867  2.1990  0.24
H  -1.2227  -1.4506  -3.6063  0.31
H  1.5720  1.6766  0.1389  0.29
H  -0.4719  -0.6109  3.7194  0.27



# 2
Density functional theory data (ωB97M-V with the def2-TZVPD basis set) for a structure of composition AlH8O4.

The electronic energy is -14877.026 eV. Its HOMO energy is -0.9398 Eh. Its charge is +3. For the largest force on an atom, the calculation gives 2.388 eV/Å.

Last column: Mulliken charge in e.
Geometry (Å):
Al  0.5640  0.4183  -0.3838  1.81
O  -0.2274  -1.4360  -2.3073  -0.49
O  -1.6509  -0.7997  0.5367  -0.51
O  3.1594  0.3511  0.6307  -0.50
O  -1.0619  2.0822  1.1679  -0.49
H  -2.0221  -1.5341  0.0108  0.35
H  3.7229  -0.4698  0.6286  0.44
H  -0.2146  -1.4273  -3.3000  0.41
H  3.7910  1.1193  0.5801  0.44
H  -1.9916  1.7776  1.2726  0.39
H  -0.8879  2.6970  1.9279  0.41
H  -2.2716  -0.6817  1.2900  0.37
H  -0.9093  -2.0968  -2.0541  0.38



# 3
Density functional theory data (ωB97M-V with the def2-TZVPD basis set) for a structure of composition C29H31FeN7O7.

The electronic energy is -89712.148 eV. Its HOMO energy (spin up / spin down) is -0.5027 / -0.4987 Eh. Its charge is +2. For the largest force on an atom, the calculation gives 2.128 eV/Å.

Last column: Mulliken charge in e.
Geometry (Å):
Fe  0.3152  -0.1052  0.1435  -0.22
O  -1.5058  -0.1572  0.8388  0.56
O  -4.0003  0.3893  -4.4974  -0.58
O  -3.4114  -1.6456  -3.8303  -0.54
O  0.4172  1.6712  1.0619  -0.23
O  -0.1100  -1.7400  -0.7327  -0.42
O  -1.6555  -2.6374  -2.0890  -0.83
O  1.9780  1.6487  -1.1912  -0.52
N  0.9810  -1.2472  1.6726  0.19
N  -0.5931  0.6433  -1.5018  0.69
N  1.9228  0.6484  -0.5530  0.33
N  3.1353  0.5127  0.2616  0.11
N  -0.9345  1.8000  -2.0908  -0.52
N  -1.7062  2.9789  1.7965  0.34
N  -4.3838  0.2368  -0.2873  0.02
C  -3.2727  -0.3344  -3.8713  0.32
C  2.7250  4.4482  3.1310  -0.04
C  -2.0503  -1.1434  1.4480  0.33
C  -1.8970  -3.0437  2.9675  -1.00
C  3.1158  -1.9395  0.6084  -0.76
C  2.3904  -1.6225  1.9081  -0.91
C  3.3103  3.3558  2.5271  -0.96
C  0.1551  -1.9235  2.3835  -0.38
C  3.5426  5.4614  3.8836  -1.54
C  -2.1851  0.2618  -3.0361  0.49
C  -3.2433  -3.3860  2.8112  -0.24
C  -4.3091  -0.9320  0.2897  -0.67
C  -1.3259  -0.2949  -2.0737  -0.27
C  -1.8778  1.6075  -3.0333  -0.54
C  -1.0381  -1.6930  -1.6139  1.08
C  -0.8471  3.7929  2.3131  -0.19
C  -3.1603  3.1942  1.8005  -1.01
C  3.8568  -0.7418  0.0008  -0.78
C  -3.8979  1.9159  1.4509  -0.42
C  -1.2895  -1.9984  2.2903  0.70
C  1.1723  2.4949  1.6599  0.33
C  0.5676  3.6194  2.3193  0.48
C  2.6048  2.4000  1.7558  0.62
C  1.3418  4.5548  3.0049  -1.00
C  -3.6806  1.4898  -0.0005  0.36
C  -3.4246  -1.5012  1.2463  1.46
C  3.3966  1.3600  1.2141  -0.04
C  -3.8361  -4.5676  3.5281  -1.56
C  -3.9551  -2.6406  1.9070  -1.00
H  -1.2796  -3.6574  3.6173  0.50
H  -5.1306  0.3195  -0.9643  0.37
H  0.5702  -2.6141  3.1190  0.33
H  -1.2497  4.6845  2.7885  0.56
H  -3.5774  1.1177  2.1255  0.15
H  -1.3178  2.1273  1.3787  -0.21
H  -4.9816  -2.9219  1.6953  0.43
H  0.8342  5.3899  3.4781  0.41
H  4.3843  3.2274  2.6275  0.51
H  -2.6284  1.3504  -0.2208  -1.10
H  3.8663  -2.7068  0.8023  0.53
H  -4.9233  -4.5527  3.4811  0.39
H  4.3802  1.2166  1.6538  0.37
H  -0.3954  2.6317  -1.9070  0.19
H  -3.4554  3.5336  2.7931  0.57
H  2.9041  6.1542  4.4285  0.38
H  2.4057  -2.3546  -0.1074  0.32
H  2.4147  -2.5086  2.5410  0.67
H  -2.2753  2.4074  -3.6365  0.56
H  -3.4954  -5.5036  3.0833  0.34
H  4.8501  -0.6171  0.4298  0.35
H  4.2027  4.9775  4.6031  0.38
H  3.9681  -0.8478  -1.0768  0.29
H  -2.7324  -2.0961  -3.2625  0.42
H  -4.0941  2.2287  -0.6851  0.67
H  -3.5457  -4.5756  4.5786  0.40
H  2.8978  -0.8328  2.4728  0.30
H  -5.1067  -1.5965  -0.0305  0.44
H  -4.9606  2.0812  1.6314  0.51
H  4.1631  6.0450  3.2032  0.35
H  -3.3951  3.9887  1.0894  0.35



# 4
Density functional theory data (ωB97M-V with the def2-TZVPD basis set) for a cluster of 2 separate species, C5H11N3O in total.

The electronic energy is -11879.111 eV. Its HOMO energy is -0.3363 Eh. Its SMILES is [H]/N=C(/C)C=O.[H]/N=C(\C)N. For the largest force on an atom, the calculation gives 4.866 eV/Å.

Last column: Mulliken charge in e.
Geometry (Å):
O  -0.1163  -0.1957  2.2396  -0.61
N  -0.2665  2.3165  -0.2631  -0.69
N  0.7838  -1.8702  0.3625  -0.81
N  0.4409  -1.5601  -1.9065  -0.49
C  -0.5635  0.6932  1.5186  -0.29
C  1.7326  1.2870  0.5864  -1.11
C  0.0855  -1.5492  -0.6042  0.67
C  -1.5724  -0.8938  -0.5208  -1.24
C  0.2552  1.4821  0.5374  0.97
H  -1.2670  2.4590  -0.1018  0.25
H  -1.5905  -0.0862  -1.2500  0.34
H  2.0919  1.3563  1.6127  0.31
H  -2.0658  -1.7455  -0.9896  0.41
H  -2.2425  -0.6909  0.3063  0.33
H  1.9668  0.2721  0.2529  0.29
H  -0.1122  -1.0347  -2.5636  0.20
H  -1.6086  1.0379  1.6249  0.47
H  0.3957  -1.6028  1.3291  0.38
H  1.4209  -1.6787  -2.1122  0.27
H  2.2321  2.0035  -0.0586  0.34



Q: Which of these has the lowest largest force on an atom?
A: C4H8O2



Q: The lowest electronic energy belongs to which entry?
A: C29H31FeN7O7